Entry 1:
# C4H2Cl2F2

One molecule with the formula C4H2Cl2F2 (ωB97M-V/def2-TZVPD, the OMol25 dataset).

```
10
C4H2Cl2F2 (ωB97M-V/def2-TZVPD)
C -0.9830 -1.1521 -0.6693
C -0.8082 0.1237 -0.2868
C 0.5440 0.8043 -0.2220
C 1.3298 0.4430 0.8614
H 0.8524 -0.1985 1.6510
H 2.2319 1.0323 1.2325
F -2.2090 -1.8323 -0.5170
F 0.9878 1.8106 -1.0852
Cl 0.3444 -2.1985 -1.0929
Cl -2.2902 1.1675 0.1282
```

Gap between HOMO and LUMO in eV: 9.96
HOMO energy in eV: -10.0
Relative energy (zero: lowest compared OMol25 entry of this formula, charge and spin) in kcal per mole: 25.0
Molar mass in g mol⁻¹: 158.96
LUMO level in eV: -0.05
Energy in eV: -34657.7257
Charge: 0

---

Entry 2:
# C4H2Cl2O2

One molecule with the formula C4H2Cl2O2 (ωB97M-V/def2-TZVPD, the OMol25 dataset).

```
10
C4H2Cl2O2 (ωB97M-V/def2-TZVPD)
C 1.4098 0.8758 -0.5980
C 0.5803 -0.1521 -0.9045
C -0.4072 -0.2662 1.1774
C -0.8855 -0.1618 -0.1934
O 2.0902 1.8195 -0.7635
O 1.0558 -1.2027 -1.3561
Cl -0.0380 -1.8410 1.7259
Cl -1.8488 1.3300 -0.5109
H -0.4088 0.5357 2.0357
H -1.5477 -0.9373 -0.6125
```

Gap between HOMO and LUMO (spin up / spin down) in eV: 8.19 / 7.61
HOMO energy (spin up / spin down) in eV: -8.9 / -8.7
Relative energy (zero: lowest compared OMol25 entry of this formula, charge and spin) in kcal per mole: 78.9
Molar mass in g mol⁻¹: 152.96
LUMO level (spin up / spin down) in eV: -0.71 / -1.12
Energy in eV: -33316.2117
Charge: 0

---

Entry 3:
# C4H2ClF5O2SbSe4Ti

C4H2ClF5O2SbSe4Ti as an isolated structure (ωB97M-V/def2-TZVPD, the OMol25 dataset).

```
20
C4H2ClF5O2SbSe4Ti (ωB97M-V/def2-TZVPD)
Ti -0.5149 0.5000 0.5240
Se 3.4853 1.8763 2.7735
Sb 2.0834 -0.0046 2.3450
Se 1.5334 -0.3653 -0.1688
Se -0.4301 0.4636 2.8390
Se 2.5944 -2.1568 3.2601
Cl -2.5405 -3.7314 -0.0324
C -1.7195 -2.5303 0.9981
C -1.8315 -1.1754 0.3331
O -2.4062 -0.2212 0.9203
O -1.1944 -0.9342 -0.7286
H -0.6701 -2.8042 1.0864
H -2.1934 -2.5164 1.9721
F 0.5426 3.1838 1.2545
C 0.0287 2.4145 0.2787
F 0.7052 2.7291 -0.8657
C -1.4080 2.8425 0.0304
F -1.8938 2.0006 -0.9370
F -2.1503 2.6182 1.1278
F -1.6335 4.0891 -0.3784
```

Gap between HOMO and LUMO in eV: 6.52
HOMO energy in eV: -4.9
Relative energy (zero: lowest compared OMol25 entry of this formula, charge and spin) in kcal per mole: 40.1
Molar mass in g mol⁻¹: 697.97
LUMO level in eV: 1.65
Energy in eV: -325428.2355
Charge: -1